# 1
ORCA calculation (ωB97M-V/def2-TZVPD) on a 14-piece molecular cluster, C33H57Cl26NO5 overall.

XYZ file:
```
122
Properties=species:S:1:pos:R:3:mulliken_charge:R:1
C 0.88785 1.09461 -1.27741 0.37
H -0.02724 5.17567 2.40481 0.21
Cl 11.55935 0.34170 -0.67619 -0.16
H -0.43750 6.82656 1.88415 0.42
Cl 9.50034 -0.85888 1.01154 -0.10
H -0.72754 -5.14104 -6.04494 0.19
O 0.07566 2.30396 -3.12621 -0.48
H 3.28917 6.68220 -2.37954 0.45
Cl 1.29454 0.19984 4.19115 -0.06
C 2.56080 0.85551 0.60372 -0.57
C 10.50460 -2.25133 4.78262 -0.23
C 0.45038 1.02295 -3.57813 0.00
Cl 1.98958 7.87074 -5.22075 -0.15
H -0.35826 7.89373 -5.40527 0.30
Cl -5.75401 4.54937 2.02304 -0.08
C -7.90212 0.35413 5.60652 -0.35
Cl -2.28154 5.37334 1.72751 -0.08
Cl 2.69672 -13.52160 -2.37492 -0.15
H -3.78234 2.90044 1.42498 -0.19
Cl 0.60816 -4.42115 -4.24367 -0.11
C 2.11277 1.58536 4.91919 -0.04
H 1.53184 3.64334 1.05976 0.08
C -1.83497 -2.76652 0.58206 -0.87
H 0.88351 3.24385 -1.49506 -1.11
Cl -5.25796 -2.19634 -0.01681 0.12
H 0.26688 -3.72827 -6.46883 0.29
C 5.91876 -1.29093 -0.76588 -0.43
H -1.09985 3.99464 -0.81477 -0.40
C -0.63793 -7.88513 -3.32123 -0.14
H 1.69199 -1.37748 -2.30274 -0.06
C 1.02895 0.68653 0.22435 0.87
H -8.51753 -0.44893 6.00147 0.33
H -5.86917 0.87506 -1.10487 0.34
H -6.46350 -0.79270 3.08346 0.51
H -2.42430 -2.14519 1.30716 0.46
Cl -1.73600 -3.11508 -5.39108 -0.15
H 9.21950 0.47816 -0.90677 0.15
C -3.76622 2.86949 -0.74306 -0.86
Cl 0.15032 5.44473 0.06882 -0.02
C -3.73734 2.11891 0.62732 -0.13
Cl -6.25322 0.16958 6.22300 -0.16
H -1.21452 -0.77080 -0.07315 -0.55
H -4.64929 2.59415 -1.37708 0.59
H -4.33016 1.04142 2.95286 0.43
Cl -0.19101 -9.51583 -2.80472 -0.13
O -0.82549 -3.50083 1.30271 -0.40
Cl -4.97138 3.68040 4.69836 -0.11
C 2.08500 -12.40725 -1.14712 -0.09
H 0.45907 1.32514 0.93638 0.37
C -6.09217 -0.22434 2.19218 -0.70
H 1.44909 2.04116 5.64865 0.34
C 2.96609 2.35231 0.83376 -0.60
Cl 12.12461 -2.94032 4.63078 -0.15
H -0.95993 0.26083 -2.24354 -0.50
H 6.28822 -1.72734 0.15761 0.30
Cl -7.52696 -4.03494 -0.00413 -0.18
H -2.55350 3.23110 -2.53943 0.29
H 10.20595 -2.28132 5.82616 0.29
O 2.04846 3.08976 1.66929 -0.52
O -0.59787 -1.95604 2.96794 -0.47
H -2.78908 1.55424 0.81681 0.20
C 0.14355 2.42138 -1.67883 2.30
C -6.57523 -0.24323 0.78794 -1.03
C -5.76246 -3.89405 0.00484 -0.52
H 0.34600 -1.78523 -3.39141 0.21
Cl 2.21421 -13.10170 0.47305 -0.15
H 1.66969 5.94189 -2.54794 -0.77
H -2.62722 1.50998 -2.00294 0.20
O 0.89517 0.71657 -4.62051 -0.59
C 0.56973 -1.35337 -2.38507 -0.68
H -4.63026 5.78033 3.68732 0.26
Cl 9.32664 -3.15627 3.82500 -0.15
C -0.35939 -4.17793 -5.70399 -0.19
H -7.41131 -0.87266 0.42425 0.58
H -1.08953 2.47293 0.12925 0.23
H 2.35239 2.30011 4.13871 -0.05
C 0.15694 0.14348 -2.28995 0.58
H -5.37697 -4.36581 0.90469 0.30
C -5.78953 0.64287 -0.03150 -0.39
C 2.72731 5.75358 -2.32326 0.66
H 0.23025 -7.23862 -3.23731 0.16
H -6.33855 5.50104 4.09626 0.34
H -2.59236 -3.43548 0.10472 0.19
H -1.43451 -7.51918 -2.68040 0.27
N -4.85404 1.17783 0.83259 0.79
H 1.04097 -12.19280 -1.35545 0.14
C 9.90619 0.48296 -0.06657 -0.18
H 3.95751 2.38375 1.36412 0.45
H 10.52536 -1.22329 4.43267 0.23
H -2.08546 -1.72094 -1.30798 0.46
H 6.33677 -1.81915 -1.61753 0.36
C 0.01466 -2.28973 -1.24268 -0.12
Cl -7.93265 0.28816 3.83814 -0.09
H 1.91078 1.26360 -1.70800 0.69
C 0.34526 7.96052 -4.58090 -0.39
H 3.14421 2.90057 -0.12832 0.04
Cl 2.86103 5.10069 -0.68063 -0.05
Cl 4.15849 -1.43846 -0.80618 0.00
Cl 0.02322 6.64073 -3.44685 -0.05
Cl 6.42063 0.40371 -0.83893 -0.22
C -1.14949 2.86548 -0.91475 -0.04
H 2.66496 -11.48997 -1.18422 0.26
H 0.22013 8.90649 -4.06269 0.29
C -4.98527 0.71808 2.12278 -0.51
H -5.36591 -4.39606 -0.87376 0.35
C -0.12834 -2.72168 2.18925 0.14
H 3.21712 0.49190 -0.23662 -0.36
H -0.26650 -3.25781 -1.74093 0.40
H 0.79137 -0.37476 0.44761 -1.16
C -0.55419 5.76985 1.66325 -0.52
Cl 3.60902 1.09855 5.73205 -0.19
H 0.77311 -2.56465 -0.46992 0.12
C -5.43750 5.05339 3.68766 -0.35
C -2.49892 2.55963 -1.64838 -0.78
H 0.98620 -2.87111 2.20773 0.41
Cl 3.36988 4.61996 -3.51594 -0.16
H 9.81200 1.41519 0.48247 0.30
C -1.28328 -1.78776 -0.52088 0.57
Cl -1.20017 -7.87254 -4.99722 -0.17
H -3.81643 3.98369 -0.64236 0.31
H -8.29436 1.31327 5.93201 0.28
H 2.84873 0.25608 1.49782 0.50
```

For the HOMO energy, the calculation gives -0.277 Eh. The multiplicity is 1.

---

# 2
ORCA calculation (ωB97M-V/def2-TZVPD) on C30H25BN12O5STi as an isolated structure.

XYZ file:
```
75
Properties=species:S:1:pos:R:3:mulliken_charge:R:1
H 6.78103 0.97014 2.27399 0.55
S -4.26191 -3.05379 -2.91653 1.28
N -3.91350 0.60264 0.78863 0.25
H 0.01338 2.07034 -2.89511 0.52
Ti 0.75645 0.37608 0.19686 -0.17
H 1.86692 -1.39022 -1.81403 0.42
C 4.99341 1.12524 -0.64220 0.57
C -0.86836 1.74753 -2.36805 -0.48
C -4.67895 1.72571 0.89289 -0.28
C 3.53643 0.61874 1.28063 -0.38
H -3.15995 1.92549 3.06876 0.71
C -2.57374 -2.76739 -2.52007 0.33
N 7.47448 1.29272 -0.16410 0.95
C 6.08831 1.11451 0.29509 0.06
C -1.96413 -3.53037 -1.52342 -0.61
H 1.57641 -2.27775 -0.46889 0.34
C -0.03934 -2.12203 -1.68253 0.54
H 5.22150 0.41195 4.21687 0.48
O -4.81336 -1.89797 -3.54417 -0.62
H -6.68339 -0.63572 -0.09998 0.48
H -0.21242 -3.77754 -0.32339 0.44
H 2.90111 -0.11841 4.95747 0.46
C -0.37760 -2.23361 1.81441 -0.55
N -0.77515 1.08754 -1.21140 0.25
H 0.62120 -2.55239 2.07712 0.49
N 1.16557 -1.60800 -1.11318 -0.22
C -5.89389 0.02370 0.22422 -0.29
O 8.24824 1.81498 0.60526 -0.56
N -1.67740 1.46416 1.63625 0.44
C -2.53595 -2.02469 1.48585 -0.16
C 4.62778 0.65910 2.15615 0.85
C 4.40148 0.38860 3.51091 -0.69
C -2.14369 2.06730 2.74461 -0.14
N -0.56599 -1.06241 1.20833 0.39
C 5.08387 1.37847 -2.01797 -0.68
C 5.92154 0.93403 1.61829 -0.80
C 2.70261 1.19263 -2.15002 -0.23
C 2.09118 0.06090 2.98607 -0.34
O -4.92249 -3.69660 -1.82927 -0.61
H -4.25709 2.68000 1.15995 0.59
H -1.76937 -3.84119 2.47389 0.47
C -0.60196 -1.44962 -2.77252 -0.80
C 3.70493 0.93185 -0.10290 0.33
H 1.07207 -0.16446 3.27381 0.59
B -2.41065 0.48547 0.66300 0.74
H -2.52332 -4.33719 -1.06739 0.52
H -3.97798 1.24556 -1.56919 0.36
C -1.12670 2.80567 3.31232 -1.44
C 3.92768 1.39851 -2.76736 -1.44
H 6.03955 1.54133 -2.48877 0.55
H -2.34833 -1.24157 -4.00791 0.51
H -2.58318 2.38999 -3.62544 0.47
H -1.17794 3.42081 4.19322 0.46
N -2.04717 0.87286 -0.79797 0.51
N -4.66546 -0.43825 0.34796 -1.01
C -5.96203 1.39358 0.55083 -0.98
O 7.75843 0.85944 -1.26285 -0.57
O -3.71640 -4.07755 -3.96022 -0.37
C -2.91447 1.34314 -1.71255 -0.04
N 2.27858 0.31535 1.68544 0.61
C -0.68718 -3.21234 -1.11338 -0.68
C -0.03235 2.58206 2.47869 -0.25
N 2.56653 0.97719 -0.84133 0.48
C -1.59425 -2.88422 2.01442 -1.59
H -0.05857 -0.64805 -3.25004 0.35
H 3.96648 1.58061 -3.83187 0.49
C -1.86730 -1.77213 -3.19623 -0.65
C 3.11892 0.09290 3.92014 -1.23
H -6.82255 2.03974 0.54213 0.46
N -0.36102 1.76786 1.48035 -0.31
H 1.78962 1.19841 -2.72760 0.49
H 0.97599 2.95701 2.55607 0.53
N -1.90069 -0.93536 1.01517 0.71
C -2.19702 1.91381 -2.74169 -1.49
H -3.60745 -2.09485 1.41548 0.63
```

For the HOMO energy (alpha / beta), the calculation gives -0.345 / -0.427 Eh. Its charge is +1. The multiplicity is 4.

---

The evaluated energy relative to the best compared isomer or geometry (same formula, charge and spin) for the records listed, in turn: 85.3 0.0 kcal/mol.
The evaluated E_tot for the records listed, in turn: -13687.3399 -3463.8638 Eh.
The evaluated strongest force on any atom for the records listed, in turn: 4.30 0.79 eV/A.